[1]
{"formula": "C4H16NO5", "method": "wB97M-V/def2-TZVPD", "energy_ev": -16115.059, "charge": 2, "e_above_lowest_kcal_mol": 24.52, "homo_energy_ev": [-18.3, -18.3], "orbital_gap_ev": [8.876, 4.765], "spin_multiplicity": 2, "elements": ["C", "O", "C", "C", "C", "O", "N", "H", "H", "H", "H", "H", "H", "H", "H", "H", "H", "H", "H", "O", "H", "H", "O", "H", "H", "O"], "coordinates": [[-1.3557, 1.2255, 1.7375], [-0.3712, 1.4802, 2.6995], [-1.1330, -0.2574, 1.2780], [-1.9004, -0.3626, -0.0929], [-1.3542, -1.2119, -1.1864], [-0.5247, -2.0615, -1.1213], [0.3485, -0.3524, 1.0543], [-1.3385, 1.9419, 0.9182], [-2.3591, 1.2220, 2.1697], [-0.0044, 2.3682, 2.5966], [-1.4509, -0.9583, 2.0243], [-2.0740, 0.6238, -0.5213], [-2.8258, -0.9077, 0.1622], [-1.8774, -1.1796, -2.1779], [0.6572, 0.1497, 0.1882], [0.8472, 0.0724, 1.8418], [0.6206, -1.3146, 0.8392], [2.5089, -0.9077, -0.8721], [3.2800, -1.9694, -0.0614], [2.7933, -1.1403, 0.0249], [1.3761, 2.0313, -0.9920], [2.4730, 1.7047, 0.0555], [1.5168, 1.7976, -0.0641], [1.2740, -0.1178, -3.7241], [0.3361, -1.3817, -3.5487], [0.5374, -0.4944, -3.2278]], "atomic_forces_ev_per_a": [[-0.445, -0.772, 0.768], [0.093, 0.060, -0.026], [0.955, 2.141, -1.997], [0.226, -0.299, 1.864], [-0.317, -0.751, -0.516], [0.344, -0.146, 0.251], [-0.872, -1.123, -1.331], [0.187, -0.097, -0.212], [-0.046, 0.356, 0.136], [-0.123, -0.004, 0.105], [-0.059, -0.442, 0.247], [-0.390, -0.091, -0.153], [-0.348, 0.443, -0.520], [0.008, 0.337, -0.126], [0.040, 0.590, 0.984], [0.111, -0.126, 0.188], [0.609, -0.040, 0.829], [0.471, -0.198, 0.057], [0.171, 0.061, 0.003], [-0.670, 0.070, -0.257], [0.291, 0.329, 0.140], [0.004, 0.172, -0.070], [-0.222, -0.371, -0.397], [-0.150, -0.302, -0.324], [0.555, 0.216, -0.571], [-0.425, -0.011, 0.928]]}

***

[2]
{"formula": "C4H16O3", "method": "wB97M-V/def2-TZVPD", "energy_ev": -10548.560, "smiles": "CCCC.O.O.O", "e_above_lowest_kcal_mol": 44.15, "homo_energy_ev": -10.8, "orbital_gap_ev": 11.265, "elements": ["C", "C", "C", "C", "H", "H", "H", "H", "H", "H", "H", "H", "H", "H", "H", "H", "O", "H", "H", "O", "H", "H", "O"], "coordinates": [[0.3667, 1.4286, 0.8380], [0.4342, -2.2498, -1.1044], [-0.0936, -0.7748, -0.5520], [0.8018, -0.0605, 0.3733], [-0.2294, 1.5182, 1.7216], [1.1558, 2.1471, 0.9848], [-0.2036, 1.7113, -0.0234], [-0.2242, -2.6386, -1.8820], [1.4347, -2.0764, -1.4318], [0.4879, -2.9448, -0.2695], [-0.1690, -0.1006, -1.4431], [-1.1001, -1.0114, -0.2635], [1.8389, 0.0702, 0.1524], [0.7643, -0.5885, 1.3469], [-2.5304, 1.3828, 1.2389], [-3.7764, 1.7457, 0.3547], [-2.8068, 1.5149, 0.2613], [4.0607, 1.2723, -2.1972], [2.7027, 0.9254, -1.5991], [3.4923, 0.5084, -2.0451], [-2.3993, -0.2457, 2.4444], [-1.5511, -0.7689, 1.3995], [-2.4559, -0.7651, 1.6954]], "atomic_forces_ev_per_a": [[-0.016, -1.467, -1.799], [-0.616, 2.423, 1.472], [0.574, -1.587, -3.742], [-0.406, 1.315, 4.582], [-0.609, -0.430, 0.502], [0.712, -0.115, -0.172], [-0.653, 1.020, -0.207], [0.160, 0.176, 0.065], [0.701, -0.203, -0.658], [-0.161, -0.093, 0.064], [-0.312, -0.725, 0.296], [-0.422, 0.576, 0.538], [0.627, -0.679, -0.823], [0.610, -0.264, -0.318], [-0.724, 0.251, -2.723], [1.623, -0.429, -0.277], [-1.072, 0.671, 2.484], [0.107, -0.132, -0.084], [1.165, -0.802, -0.739], [-1.287, 0.948, 0.795], [-0.176, 1.459, 2.804], [0.518, -0.217, -0.463], [-0.343, -1.697, -1.598]]}

***

[3]
{"formula": "C4H16O3", "method": "wB97M-V/def2-TZVPD", "energy_ev": -10538.930, "charge": 1, "e_above_lowest_kcal_mol": 11.44, "homo_energy_ev": [-13.0, -13.0], "orbital_gap_ev": [10.048, 3.234], "spin_multiplicity": 2, "elements": ["C", "C", "C", "C", "H", "H", "H", "H", "H", "H", "H", "H", "H", "H", "H", "H", "O", "H", "H", "O", "H", "H", "O"], "coordinates": [[0.1365, -2.0895, 0.4361], [2.3071, 1.3980, 0.4561], [1.1746, 0.3216, 0.1891], [1.3550, -1.1113, 0.6075], [-0.7457, -1.4999, 0.6810], [0.2458, -2.9504, 1.0770], [0.1905, -2.0836, -0.6702], [2.2620, 2.2006, -0.2726], [3.2383, 0.8513, 0.3019], [2.2876, 1.7797, 1.4727], [1.1961, 0.3490, -0.9048], [0.2944, 0.7168, 0.6976], [2.2940, -1.4975, 0.2166], [1.2075, -1.1096, 1.7099], [-6.5091, 0.7778, -2.8888], [-5.0498, 0.2700, -2.5206], [-5.6987, 0.9987, -2.4232], [5.2110, -2.1173, 0.6315], [5.6383, -0.7444, 0.1774], [4.8924, -1.3446, 0.1878], [-5.9231, 1.9820, -0.0457], [-4.5648, 2.2876, 0.4221], [-5.4398, 2.6150, 0.4617]], "atomic_forces_ev_per_a": [[-0.472, 1.264, -0.152], [0.742, -0.653, -0.164], [-0.042, -0.212, 1.462], [0.980, 1.868, -0.766], [-0.153, -0.313, 0.288], [-0.061, -0.556, -0.667], [-0.021, -1.113, 0.257], [-0.190, 0.063, 0.106], [0.131, 0.099, -0.061], [-0.343, -0.015, 0.023], [-0.158, -0.181, -0.362], [-0.263, -0.019, -0.484], [-0.100, -0.360, 0.114], [0.102, 0.111, 0.402], [0.142, -0.307, -0.123], [-1.012, 0.577, -0.175], [0.844, -0.294, 0.365], [0.335, -0.762, 0.389], [0.234, 0.169, -0.061], [-0.702, 0.617, -0.309], [-0.715, -0.565, -0.727], [1.454, -0.331, 0.000], [-0.731, 0.914, 0.646]]}

***

[4]
{"formula": "C4H16O3S", "method": "wB97M-V/def2-TZVPD", "energy_ev": -21382.848, "charge": -1, "e_above_lowest_kcal_mol": 28.44, "homo_energy_ev": [1.0, -5.6], "orbital_gap_ev": [1.165, 7.676], "spin_multiplicity": 2, "elements": ["C", "C", "C", "S", "C", "H", "H", "H", "H", "H", "H", "H", "H", "H", "H", "H", "H", "O", "H", "H", "O", "H", "H", "O"], "coordinates": [[-1.7497, 0.9697, -2.0694], [-1.5722, -0.2310, -1.1404], [-0.0905, -0.4872, -0.8928], [0.3500, 0.3275, 0.7146], [1.9995, 1.1575, 0.4853], [-1.0203, 0.8134, -2.9708], [-2.7975, 0.8576, -2.4924], [-1.5766, 1.8896, -1.5320], [-2.0836, -1.1592, -1.3720], [-2.0088, -0.1056, -0.1557], [0.5055, 0.0645, -1.5458], [0.2325, -1.4689, -0.8120], [2.0661, 2.0190, -0.3102], [2.3031, 1.6159, 1.4364], [2.9679, 0.5666, 0.1933], [0.1200, -4.5502, 3.2720], [0.9419, -4.1789, 1.9367], [0.0546, -4.2168, 2.3461], [2.6434, 5.1296, -3.8879], [1.8795, 5.3940, -4.9897], [1.7912, 4.8024, -4.2395], [-0.8372, -2.7545, 3.4787], [-2.0536, -1.9131, 3.3760], [-1.6465, -2.5747, 3.9743]], "atomic_forces_ev_per_a": [[-0.652, -2.133, -1.980], [0.707, -0.462, 0.848], [-0.517, 1.826, 1.853], [1.147, 0.525, 0.027], [1.961, 0.651, -1.910], [-1.290, 0.665, 1.601], [1.110, 0.850, 0.414], [0.021, 0.331, -0.163], [0.040, -0.128, -1.145], [-0.291, 0.764, 0.258], [0.955, 0.512, -1.602], [0.343, -1.979, -0.057], [-0.805, -1.438, 1.385], [-0.558, -0.163, -0.072], [-2.156, 0.160, 0.572], [0.522, 0.023, -0.770], [0.069, -0.106, 0.463], [-0.483, 0.062, 0.284], [-0.402, -0.916, 0.905], [-1.078, -0.065, -0.940], [1.478, 0.982, 0.031], [0.339, -0.449, -0.138], [0.097, -0.490, 0.594], [-0.559, 0.979, -0.459]]}

***

Number 1: F_max 3.08 eV/A. Number 2: F_max 4.78 eV/A. Number 3: F_max 2.24 eV/A. Number 4: F_max 2.98 eV/A.